(1)
Molecular formula: C23H24BBeBrN8O3
Method: DFT, ωB97M-V/def2-TZVPD

CARTESIAN COORDINATES (ANGSTROEM)
Be1 1.96 0.20 -0.37
C1 2.41 -2.90 -2.81
C2 1.15 -2.32 -2.26
C3 -0.08 -2.96 -2.05
C4 -0.91 -1.99 -1.53
N1 -0.20 -0.85 -1.43
N2 1.07 -1.05 -1.89
B1 -0.72 0.58 -1.02
N3 -0.34 1.09 0.42
C5 -1.15 1.21 1.49
C6 -0.44 1.83 2.50
C7 0.83 2.09 1.95
C8 1.98 2.77 2.61
N4 0.89 1.65 0.71
N5 0.11 1.53 -1.93
C9 -0.08 2.44 -2.90
C10 1.15 2.92 -3.30
C11 2.08 2.23 -2.50
C12 3.57 2.35 -2.49
N6 1.44 1.41 -1.69
N7 -2.23 0.59 -1.15
C13 -3.05 1.30 -1.96
C14 -4.34 0.94 -1.69
C15 -4.23 -0.04 -0.67
C16 -5.34 -0.78 0.01
N8 -2.96 -0.23 -0.36
H1 2.26 -3.95 -3.05
H2 3.21 -2.81 -2.08
H3 2.71 -2.38 -3.72
H4 -0.33 -3.99 -2.25
H5 -1.94 -2.08 -1.26
H6 -2.17 0.88 1.52
H7 -0.80 2.08 3.49
H8 1.71 3.06 3.63
H9 2.25 3.67 2.05
H10 2.84 2.10 2.65
H11 -1.03 2.74 -3.30
H12 1.35 3.66 -4.05
H13 3.89 3.08 -3.23
H14 4.02 1.39 -2.72
H15 3.92 2.67 -1.51
H16 -2.73 2.03 -2.69
H17 -5.24 1.31 -2.16
H18 -6.30 -0.47 -0.39
H19 -5.33 -0.58 1.08
H20 -5.22 -1.85 -0.14
O1 2.63 -1.18 -0.25
Br1 1.82 -1.35 5.80
C17 0.88 -1.67 4.17
C18 -0.26 -2.45 4.33
C19 -1.05 -2.77 3.24
C20 -0.70 -2.30 1.98
C21 0.43 -1.52 1.85
C22 1.26 -1.18 2.92
C23 2.50 -0.30 2.65
O2 3.23 -0.04 3.60
O3 2.69 0.11 1.46
H21 -0.52 -2.81 5.31
H22 -1.94 -3.38 3.38
H23 -1.30 -2.53 1.11
H24 0.71 -1.18 0.86

The net charge is -1. The orbital gap (alpha / beta) is 7.70 / 7.69 eV. Its multiplicity is 2. As for the strongest force on any atom: 0.029 Eh/bohr. For the LUMO energy (alpha / beta), the calculation gives 2.585 / 2.585 eV.

=====

(2)
Molecular formula: C23H24BN11O2Ru
Method: DFT, ωB97M-V/def2-TZVPD

CARTESIAN COORDINATES (ANGSTROEM)
Ru1 9.25 11.71 10.68
C1 5.37 13.02 10.03
C2 6.33 12.05 10.35
N1 7.57 12.47 9.94
N2 7.39 13.76 9.38
C3 6.08 14.06 9.42
B1 8.60 14.64 9.02
N3 9.38 14.81 10.36
C4 9.74 15.97 11.03
C5 10.42 15.57 12.16
C6 10.48 14.17 12.16
N4 9.83 13.72 11.10
N5 9.51 13.63 8.20
C7 10.45 13.93 7.28
C8 11.21 12.79 7.01
C9 10.73 11.80 7.89
N6 9.81 12.34 8.70
N7 8.24 15.93 8.25
C10 7.09 16.51 7.69
C11 7.40 17.77 7.19
C12 8.77 17.90 7.44
N8 9.30 16.79 8.00
H1 4.31 12.91 10.21
H2 6.19 11.12 10.89
H3 5.68 15.01 9.09
H4 9.57 16.90 10.49
H5 10.81 16.27 12.90
H6 10.97 13.57 12.88
H7 10.51 14.97 7.05
H8 12.03 12.64 6.29
H9 11.08 10.79 7.95
H10 6.13 16.01 7.54
H11 6.73 18.47 6.68
H12 9.44 18.69 7.21
O1 11.51 9.37 12.87
C13 10.95 10.36 12.53
O2 11.01 10.95 11.40
C14 9.87 10.99 13.49
C15 9.92 10.91 14.86
C16 8.87 11.46 15.57
C17 7.75 12.02 14.94
C18 7.79 12.05 13.53
N9 8.83 11.59 12.83
H13 10.80 10.53 15.37
H14 8.89 11.40 16.66
H15 6.92 12.50 15.43
H16 6.94 12.46 13.01
C19 11.51 6.73 9.07
C20 10.46 7.81 9.03
C21 9.49 8.02 8.09
C22 8.73 9.12 8.52
N10 9.22 9.56 9.72
N11 10.31 8.73 10.01
C23 7.55 9.68 7.83
H17 11.42 6.17 8.15
H18 11.35 6.06 9.94
H19 12.53 7.15 9.10
H20 9.38 7.44 7.17
H21 10.95 8.98 10.80
H22 7.43 9.11 6.87
H23 7.73 10.76 7.65
H24 6.65 9.57 8.52

The net charge is +3. The orbital gap (alpha / beta) is 7.35 / 4.27 eV. Its multiplicity is 6. As for the strongest force on any atom: 0.095 Eh/bohr. For the LUMO energy (alpha / beta), the calculation gives -8.789 / -12.893 eV.

=====

(3)
Molecular formula: C23H24BN4O2RuS
Method: DFT, ωB97M-V/def2-TZVPD

CARTESIAN COORDINATES (ANGSTROEM)
Ru1 0.47 0.80 0.54
C1 3.41 0.45 1.66
N1 2.20 -0.31 1.25
C2 2.61 -1.27 0.19
C3 1.64 -1.09 2.37
C4 2.42 -1.64 3.37
C5 1.84 -2.42 4.36
C6 0.48 -2.65 4.34
C7 -0.32 -2.11 3.35
C8 0.25 -1.33 2.34
N2 -0.45 -0.67 1.35
C9 -1.77 -0.90 0.95
C10 -2.41 -2.13 0.94
C11 -3.68 -2.23 0.38
C12 -4.31 -1.13 -0.17
C13 -3.66 0.11 -0.15
C14 -2.41 0.23 0.41
N3 -1.67 1.49 0.52
C15 -1.92 2.00 1.90
C16 -2.16 2.52 -0.41
H1 4.21 -0.24 1.94
H2 3.17 1.10 2.49
H3 3.74 1.04 0.81
H4 3.41 -1.91 0.57
H5 2.96 -0.71 -0.67
H6 1.76 -1.88 -0.10
H7 3.49 -1.46 3.39
H8 2.46 -2.83 5.15
H9 0.02 -3.24 5.12
H10 -1.39 -2.27 3.36
H11 -1.91 -3.01 1.32
H12 -4.18 -3.20 0.36
H13 -5.29 -1.22 -0.61
H14 -4.16 0.97 -0.58
H15 -2.99 2.12 2.05
H16 -1.42 2.96 2.02
H17 -1.53 1.29 2.63
H18 -3.17 2.85 -0.13
H19 -2.16 2.15 -1.43
H20 -1.48 3.37 -0.35
S1 1.15 3.14 1.33
C17 1.99 2.69 -0.04
N4 2.49 2.21 -0.97
O1 1.01 -0.52 -2.27
B1 0.41 0.43 -1.44
O2 -0.15 1.45 -2.22
C18 0.20 1.17 -3.52
C19 -0.05 1.89 -4.66
C20 0.43 1.36 -5.86
C21 1.12 0.16 -5.89
C22 1.37 -0.57 -4.72
C23 0.90 -0.02 -3.55
H21 -0.59 2.83 -4.63
H22 0.26 1.90 -6.78
H23 1.48 -0.22 -6.84
H24 1.91 -1.50 -4.73

The orbital gap (alpha / beta) is 7.63 / 7.35 eV. Its multiplicity is 2. As for the strongest force on any atom: 0.018 Eh/bohr. For the LUMO energy (alpha / beta), the calculation gives 0.616 / -0.357 eV.

=====

(4)
Molecular formula: C23H24BrClN2SeSiTc
Method: DFT, ωB97M-V/def2-TZVPD

CARTESIAN COORDINATES (ANGSTROEM)
Tc1 -0.11 -1.16 -0.65
C1 2.25 2.50 -1.59
Si1 0.76 1.58 -2.31
C2 -0.35 2.69 -3.36
C3 1.50 0.24 -3.41
N1 -0.21 0.84 -1.04
C4 -0.99 1.59 -0.16
C5 -2.04 0.95 0.55
C6 -2.80 1.62 1.49
C7 -2.57 2.97 1.74
C8 -1.56 3.62 1.04
C9 -0.78 2.95 0.12
H1 2.94 2.75 -2.40
H2 2.79 1.85 -0.89
H3 2.01 3.42 -1.07
H4 0.24 3.25 -4.08
H5 -0.91 3.40 -2.76
H6 -1.07 2.08 -3.90
H7 1.77 0.68 -4.37
H8 0.83 -0.59 -3.60
H9 2.42 -0.16 -2.97
H10 -2.29 -0.08 0.32
H11 -3.58 1.09 2.02
H12 -3.17 3.50 2.46
H13 -1.37 4.67 1.22
H14 0.02 3.47 -0.39
Cl1 -3.82 -0.62 4.89
C10 -2.87 -1.35 3.64
C11 -3.48 -1.82 2.49
C12 -2.71 -2.38 1.49
C13 -1.32 -2.49 1.60
C14 -0.50 -2.98 0.48
C15 -0.73 -2.02 2.79
C16 -1.49 -1.45 3.80
H15 -4.55 -1.73 2.38
H16 -3.19 -2.75 0.58
H17 -1.04 -3.69 -0.15
H18 0.43 -3.44 0.81
H19 0.34 -2.10 2.91
H20 -1.03 -1.10 4.71
Se1 -2.56 -2.73 -4.41
C17 -1.57 -2.25 -3.09
N2 -0.89 -1.91 -2.18
Br1 6.01 -0.84 1.83
C18 4.34 -1.06 0.96
C19 3.21 -0.47 1.53
C20 2.00 -0.63 0.89
C21 1.89 -1.37 -0.30
C22 3.02 -1.95 -0.84
C23 4.25 -1.79 -0.21
H21 3.29 0.11 2.44
H22 1.11 -0.15 1.33
H23 2.96 -2.53 -1.75
H24 5.14 -2.24 -0.63

The orbital gap (alpha / beta) is 7.05 / 6.46 eV. Its multiplicity is 4. As for the strongest force on any atom: 0.026 Eh/bohr. For the LUMO energy (alpha / beta), the calculation gives -0.820 / -1.581 eV.